# 1
The following is a DFT calculation (the ωB97M-V functional and the def2-TZVPD basis) of a cluster of 2 separate species, C18H27N6O10P in total at a distorted geometry.

Values from the calculation:
Gap between HOMO and LUMO ... 8.43 eV
Calculated total energy ... -57810.8899 eV
SMILES ... Cc1ncc(COP(=O)(O)O)c(C/N=C2\CONC2=O)c1O.CNC(=O)[C@H](CC(N)=O)NC(C)=O
E_LUMO ... -0.6 eV

Element x y z (Å)
O: -5.52097 3.10313 1.80512
O: 1.44857 -5.06998 -4.18185
O: 0.42780 -1.42605 -0.81837
O: 1.30689 -5.16724 0.39665
O: 0.35692 1.94794 4.49249
N: -2.71243 2.10819 1.22202
N: 1.41601 2.79424 -1.93916
O: -2.02458 1.58156 -1.55814
O: -3.10866 4.85461 3.58617
O: 2.70619 2.67189 4.43496
O: 2.05693 0.17262 4.51196
O: 1.60241 1.52668 2.34049
C: -4.47448 3.47056 2.32697
C: 0.97424 -3.96543 -3.96216
C: 1.54371 -1.62805 -0.36933
C: 0.83942 -4.71262 -0.64570
C: -3.10569 3.01720 2.10643
C: 1.74777 2.95796 -0.65769
C: 0.18924 2.33698 -2.23446
C: -0.76333 2.02712 -1.23314
C: -0.40799 2.15671 0.12168
C: 0.88604 2.65376 0.40117
N: 2.01524 -0.84991 0.57724
N: -4.44052 4.47654 3.25844
N: -0.44355 -4.88899 -0.98545
N: 1.05428 -3.36173 -2.77964
C: 0.25593 -3.21229 -5.05641
C: -2.24410 3.83703 3.03589
C: -0.12454 2.13937 -3.68817
C: -1.31915 1.60871 1.21833
C: 1.42025 2.83496 1.79319
C: -1.42036 -5.62049 -0.18283
C: 2.45807 -2.73553 -0.87981
C: 1.74379 -3.89891 -1.59876
P: 1.67429 1.58673 3.95203
H: -2.58993 1.58972 -0.75761
H: 2.56260 2.64389 5.38878
H: 1.26858 -0.33905 4.29286
H: 2.74531 3.32719 -0.43973
H: 1.45717 -0.05746 0.85389
H: 2.93634 -1.00313 0.94028
H: -5.20799 5.14638 3.27138
H: -0.74499 -4.48614 -1.85834
H: 0.60635 -2.46070 -2.66591
H: -0.80864 -3.17829 -4.83401
H: 0.42076 -3.72507 -6.00337
H: 0.65084 -2.19997 -5.11856
H: -1.41816 4.29691 2.48921
H: -1.83683 3.21136 3.83525
H: -0.14648 1.07103 -3.91785
H: 0.63207 2.61993 -4.31517
H: -1.09988 2.57169 -3.92719
H: -0.88154 1.74634 2.20563
H: -1.36213 0.52345 1.06749
H: 2.37705 3.37206 1.77746
H: 0.71836 3.44675 2.37206
H: -1.00617 -6.58740 0.11029
H: -1.65472 -5.05147 0.71838
H: -2.33357 -5.78159 -0.75660
H: 3.01499 -3.14253 -0.03609
H: 3.17550 -2.28452 -1.56413
H: 2.51150 -4.59668 -1.93852

# 2
The following is a DFT calculation (the ωB97M-V functional and the def2-TZVPD basis) of the molecule C18H27N7O4S2 at a distorted geometry.

Values from the calculation:
Gap between HOMO and LUMO ... 7.71 eV
Calculated total energy ... -59375.7962 eV
SMILES ... CCN(CC)c1ccc(S(=O)(=O)N2CCOCC2)cc1NC(=O)CSc1n[nH]c(N)n1
E_LUMO ... -0.1 eV
Energy relative to the best compared isomer or geometry (same formula, charge and spin) ... 457.79 kcal/mol

Element x y z (Å)
C: -0.44298 -4.76596 -2.21467
H: 0.32569 -5.20647 -1.78756
C: -1.42806 -4.17394 -0.94790
N: -0.80159 -3.24127 -0.25047
C: -1.04198 -1.88782 -0.67403
C: -1.26939 -1.53592 -1.89281
C: -1.28289 -0.21182 -2.26009
C: -1.22669 0.74016 -1.13358
C: -0.78302 0.30891 0.10822
C: -0.61458 -0.91369 0.40734
N: -0.24568 -1.37971 1.95565
C: 0.68297 -0.78747 2.46500
O: 1.54666 -0.05030 1.62997
C: 0.80153 -0.76335 4.00463
H: 1.47968 -1.34988 4.25539
H: -0.05050 -1.21492 4.23789
S: 1.05231 1.00038 4.49463
C: -0.12198 1.75337 3.66933
N: -1.28635 1.23177 3.31281
N: -1.74854 2.16458 2.58000
C: -1.26264 3.29858 2.74466
N: 0.03981 2.96093 3.56109
N: -1.50783 4.50310 2.37617
H: -0.69254 5.19483 2.37634
H: -2.22832 4.41407 1.53365
H: -2.64501 2.11767 1.97113
H: -1.06527 -1.50294 2.19320
H: -0.48572 1.09460 1.00421
S: -1.17527 2.46230 -1.52168
O: -1.70478 3.16476 -0.26095
O: -2.10047 2.67569 -2.53356
N: 0.07408 3.16365 -1.76223
C: 1.18152 3.31187 -0.60815
H: 0.57253 3.33470 0.15680
C: 2.17325 2.13879 -0.74654
H: 3.04239 2.32414 0.22183
O: 2.59395 2.02704 -1.92314
C: 2.06073 1.76861 -2.93944
C: 0.82360 2.89984 -2.99056
H: 0.10110 2.57639 -3.65048
H: 1.48798 3.94444 -3.39363
H: 2.58368 1.50753 -3.87527
H: 1.28200 0.75557 -2.79062
H: 1.71435 1.20524 -0.53106
H: 1.62187 4.12628 -0.74733
H: -1.81105 0.30948 -3.07267
H: -1.51989 -2.11612 -2.63284
C: 0.31145 -3.62947 0.52816
C: 1.58141 -3.35149 0.29898
H: 1.83824 -2.40875 0.31817
H: 1.82544 -3.59666 -0.78349
H: 2.38050 -3.81334 0.87257
H: 0.14351 -4.74381 0.71128
H: 0.19934 -3.41097 1.59710
H: -2.21694 -3.72415 -1.52194
H: -1.47886 -5.11561 -0.35766
H: -1.17388 -5.50488 -2.90728
H: -0.10888 -4.07856 -2.87457

# 3
The following is a DFT calculation (the ωB97M-V functional and the def2-TZVPD basis) of a cluster of 3 separate species, C18H28F7N2O11S3Si in total at a distorted geometry.

Values from the calculation:
Gap between HOMO and LUMO ... 7.41 eV
Calculated total energy ... -104021.4064 eV
Charge ... +1
E_LUMO ... -4.6 eV

Element x y z (Å)
C: -4.88684 1.69054 -1.46184
Si: -3.06047 2.01446 -1.44016
C: -2.61911 3.12740 -2.86829
C: -2.54947 2.83752 0.14594
O: -2.21591 0.59417 -1.73887
C: -1.67200 -0.18804 -0.71658
C: -0.14061 -0.16703 -0.89240
C: 0.50595 -1.46206 -0.59688
C: 1.47509 -1.70963 0.42829
C: 1.99679 -2.99423 0.60650
S: 3.23468 -3.33330 1.85395
O: 2.58161 -3.92491 2.98401
O: 4.34955 -3.94159 1.19096
C: 3.91545 -1.66092 2.35506
F: 4.28924 -1.05561 1.23099
F: 4.98485 -2.00083 3.06671
C: 2.98318 -0.72117 3.19553
F: 2.70983 0.37095 2.46268
F: 1.82783 -1.32500 3.46552
C: 3.62838 -0.23992 4.51011
F: 4.75199 0.37206 4.23691
F: 2.79407 0.59788 5.08494
F: 3.84884 -1.24871 5.30561
C: 1.57965 -4.11287 -0.18637
C: 2.06981 -5.55592 -0.01929
N: 1.33259 -6.59228 -0.68390
C: 0.62050 -3.79376 -1.19113
N: 0.15190 -2.53230 -1.36065
H: -5.41057 2.63748 -1.42108
H: -5.23520 1.05219 -0.65782
H: -5.14016 1.19836 -2.39467
H: -1.84276 3.79592 -2.51929
H: -2.21108 2.52219 -3.66584
H: -3.48104 3.68048 -3.21546
H: -3.34562 3.52802 0.40328
H: -1.63299 3.40015 0.00858
H: -2.43621 2.17248 0.99539
H: -2.04615 -1.20574 -0.82645
H: -1.94075 0.13954 0.28268
H: 0.03690 0.10203 -1.92808
H: 0.30099 0.58922 -0.25721
H: 1.79621 -0.87847 1.02421
H: 2.03968 -5.76354 1.04232
H: 3.10268 -5.58980 -0.33344
H: 0.37195 -6.65755 -0.38540
H: 1.38245 -6.57090 -1.69048
H: 0.22303 -4.53571 -1.85913
H: -0.52282 -2.36669 -2.09609
C: 1.78923 1.89002 -6.28945
C: 0.66435 2.80971 -6.72246
O: -0.09107 3.01447 -5.51353
S: 0.88680 3.02915 -4.26120
O: 1.21065 4.36064 -3.90616
O: 0.40307 2.11230 -3.28623
O: 2.14947 2.37286 -4.98324
H: 1.45261 0.85571 -6.20074
H: 2.65682 1.94120 -6.93973
H: 0.01730 2.36991 -7.47440
H: 1.03691 3.77345 -7.07129
C: -1.61310 2.41155 5.28557
C: -1.85091 0.98075 5.72800
O: -3.06860 0.61315 5.05951
S: -3.15534 1.33713 3.64847
O: -2.69851 0.43247 2.64445
O: -4.41675 1.96506 3.53327
O: -2.00954 2.41106 3.89869
H: -2.24236 3.11738 5.82790
H: -0.57288 2.71352 5.35775
H: -1.98819 0.87893 6.79977
H: -1.05584 0.31504 5.39165

# 4
The following is a DFT calculation (the ωB97M-V functional and the def2-TZVPD basis) of a structure of composition C18H28FKN4O2SSi.

Values from the calculation:
Gap between HOMO and LUMO ... 6.49 eV
Calculated total energy ... -66934.6553 eV
E_LUMO ... 0.3 eV
Energy relative to the best compared isomer or geometry (same formula, charge and spin) ... 0.00 kcal/mol

Element x y z (Å)
K: 0.34408 -0.04776 1.37458
C: 2.12284 -1.95374 -0.79114
Si: 0.92344 -1.19183 -2.03372
C: -0.33591 -2.55807 -2.39656
C: 1.88772 -0.91032 -3.62925
N: 0.28978 0.19724 -1.29820
C: -0.73418 0.95255 -1.71372
C: -1.41412 0.84521 -2.96014
C: -2.51989 1.60956 -3.29549
C: -3.03198 2.55987 -2.42119
C: -2.37966 2.74284 -1.20112
C: -1.28458 1.97795 -0.88291
F: -0.70231 2.20476 0.34190
H: 2.72940 -2.74027 -1.24722
H: 1.59477 -2.39625 0.06029
H: 2.80815 -1.18878 -0.40996
H: 0.15038 -3.42734 -2.84799
H: -1.12561 -2.22697 -3.07537
H: -0.81228 -2.88435 -1.46795
H: 2.30879 -1.85102 -3.99566
H: 2.71116 -0.21131 -3.46448
H: 1.25918 -0.49681 -4.42112
H: -1.03766 0.11494 -3.66785
H: -2.98999 1.46494 -4.26201
H: -3.89169 3.15988 -2.68500
H: -2.71847 3.48034 -0.48330
C: -1.42654 -4.94804 1.51747
N: -2.06423 -3.79256 0.90681
C: -3.04174 -3.91595 -0.02347
C: -3.59895 -2.83546 -0.60953
C: -3.09918 -1.55310 -0.20992
N: -2.14621 -1.42064 0.69972
C: -1.58812 -2.52032 1.27283
O: -0.67599 -2.46107 2.09870
N: -3.62760 -0.44551 -0.74180
H: -1.88884 -5.85069 1.12440
H: -1.54337 -4.91305 2.59865
H: -0.36198 -4.94959 1.29091
H: -3.33757 -4.92770 -0.26740
H: -4.37073 -2.93161 -1.35702
H: -4.19073 -0.53189 -1.56960
H: -3.14208 0.43687 -0.63493
O: 2.48158 0.55479 2.69335
S: 3.83461 0.50321 3.33075
C: 4.77089 -0.71106 2.34127
C: 5.49976 0.02125 1.20197
C: 4.94139 1.44373 1.12780
C: 4.75273 1.86577 2.57625
H: 4.00113 -1.39859 1.99100
H: 5.44350 -1.25314 3.00532
H: 5.38052 -0.51163 0.25943
H: 6.56787 0.06296 1.42182
H: 3.97814 1.46013 0.61598
H: 5.61567 2.11687 0.59843
H: 4.16732 2.77091 2.72919
H: 5.70251 1.95404 3.11080